No. 1
C11H19ClNO5Ti | ωB97M-V/def2-TZVPD

CARTESIAN COORDINATES (ANGSTROEM)
Ti  -2.245  -0.740  0.356
Cl  -4.606  -0.791  1.738
O  -1.281  0.848  -1.053
C  -1.613  1.283  -2.183
O  -1.071  2.314  -2.792
C  0.089  3.083  -2.367
C  0.313  4.197  -3.396
C  -2.694  0.529  -2.963
H  1.059  2.601  -2.247
H  -0.079  3.551  -1.397
H  0.388  3.794  -4.406
H  1.188  4.767  -3.084
H  -0.536  4.875  -3.312
H  -2.442  -0.478  -3.294
H  -2.702  1.099  -3.892
H  -3.688  0.742  -2.568
C  2.550  -4.107  0.730
C  1.545  -5.118  0.126
C  0.167  -4.792  0.474
C  -0.327  -3.478  0.033
N  -0.662  -2.426  -0.324
H  3.591  -4.427  0.681
H  2.433  -4.066  1.813
H  2.516  -3.059  0.434
H  1.650  -6.140  0.489
H  1.647  -5.129  -0.959
H  0.026  -4.780  1.555
H  -0.586  -5.461  0.057
C  0.531  2.600  4.013
C  1.141  2.711  2.643
O  0.805  1.453  2.037
C  -0.097  0.792  2.795
O  -0.789  -0.121  2.418
O  -0.383  1.543  3.902
H  -0.099  3.417  4.365
H  1.327  2.436  4.739
H  2.213  2.900  2.707
H  0.722  3.577  2.130

Calculated values
**E_LUMO (alpha / beta)**: -2.0 / -7.7 eV
**Net charge**: +1
**2S+1**: 5



No. 2
C2H9NOS2 | ωB97M-V/def2-TZVPD

CARTESIAN COORDINATES (ANGSTROEM)
N  1.131  -2.416  0.467
C  -0.093  -1.718  0.069
C  0.252  -0.519  -0.804
S  -1.188  0.540  -1.051
S  -0.435  2.413  -0.611
H  0.890  -3.121  1.155
H  1.524  -2.870  -0.342
H  -0.639  -1.372  0.955
H  -0.831  -2.362  -0.448
H  0.655  -0.842  -1.755
H  1.032  0.040  -0.276
H  -0.281  2.795  -1.881
O  1.164  -1.117  3.156
H  1.443  -1.446  2.284
H  1.929  -0.678  3.537

Calculated values
**E_LUMO**: 0.5 eV
**Energy relative to the best compared isomer or geometry (same formula, charge and spin)**: 0.0000 eV
**2S+1**: 1



No. 3
C2H6NO | ωB97M-V/def2-TZVPD

CARTESIAN COORDINATES (ANGSTROEM)
C  -0.754  0.543  -0.802
N  -0.512  -0.579  0.082
C  0.775  -0.335  0.930
O  1.126  -1.361  1.655
H  0.113  0.829  -1.433
H  -1.600  0.345  -1.466
H  -1.018  1.399  -0.176
H  -0.195  -1.400  -0.428
H  1.530  -0.054  0.156
H  0.535  0.612  1.482

Calculated values
**E_LUMO**: 4.5 eV
**Energy relative to the best compared isomer or geometry (same formula, charge and spin)**: 0.2627 eV
**Net charge**: -1
**2S+1**: 1



No. 4
C48H96O16 | ωB97M-V/def2-TZVPD

CARTESIAN COORDINATES (ANGSTROEM)
C  0.273  3.326  3.866
C  0.794  1.929  4.095
O  0.281  0.970  3.528
C  1.828  1.705  5.116
H  -0.050  3.711  4.839
H  -0.557  3.251  3.173
H  1.037  4.013  3.539
H  1.404  1.966  6.079
H  2.705  2.339  5.007
H  2.174  0.690  5.102
C  1.425  4.361  0.131
C  2.288  4.966  1.178
O  2.833  4.213  2.018
C  2.330  6.452  1.297
H  0.390  4.316  0.479
H  1.747  3.343  -0.084
H  1.337  4.985  -0.759
H  1.287  6.800  1.514
H  2.663  6.871  0.351
H  3.013  6.830  2.078
C  -2.973  1.321  1.828
C  -4.388  1.652  2.106
O  -4.802  2.782  1.936
C  -5.300  0.499  2.552
H  -2.600  2.164  1.254
H  -2.891  0.414  1.255
H  -2.456  1.083  2.732
H  -4.983  0.102  3.517
H  -5.110  -0.304  1.812
H  -6.355  0.810  2.547
C  4.335  2.941  -2.361
C  3.921  1.921  -3.393
O  3.123  2.074  -4.284
C  4.617  0.575  -3.316
H  4.181  3.938  -2.791
H  5.336  2.799  -2.027
H  3.642  2.809  -1.542
H  4.868  0.320  -2.300
H  5.569  0.664  -3.866
H  4.046  -0.123  -3.898
C  -2.337  5.805  -1.056
C  -1.764  6.180  0.320
O  -1.043  7.154  0.427
C  -2.143  5.331  1.510
H  -3.409  5.669  -0.907
H  -1.876  4.932  -1.495
H  -2.188  6.726  -1.631
H  -2.435  4.328  1.269
H  -2.953  5.916  1.915
H  -1.338  5.423  2.230
C  -1.417  -6.589  -1.554
C  -0.172  -5.840  -1.059
O  0.755  -5.741  -1.811
C  -0.258  -5.199  0.287
H  -1.314  -7.673  -1.479
H  -1.504  -6.217  -2.580
H  -2.286  -6.393  -0.905
H  0.693  -4.912  0.733
H  -0.853  -5.744  0.986
H  -0.866  -4.273  0.227
C  -3.725  -3.190  -5.435
C  -3.430  -2.137  -6.437
O  -2.354  -1.650  -6.561
C  -4.617  -1.729  -7.373
H  -3.893  -4.177  -5.924
H  -4.693  -2.914  -5.008
H  -2.994  -3.198  -4.653
H  -4.910  -2.549  -8.021
H  -4.370  -0.847  -7.997
H  -5.474  -1.569  -6.717
C  5.620  -3.309  0.385
C  5.010  -2.423  -0.673
O  5.360  -1.245  -0.761
C  3.907  -2.944  -1.551
H  6.478  -2.841  0.897
H  5.808  -4.278  -0.033
H  4.847  -3.670  1.068
H  4.200  -3.833  -2.108
H  3.604  -2.149  -2.286
H  3.025  -3.293  -1.007
C  1.844  -5.794  4.887
C  1.952  -4.554  4.006
O  2.007  -4.692  2.787
C  1.795  -3.191  4.592
H  2.584  -5.675  5.667
H  2.093  -6.629  4.245
H  0.869  -5.873  5.346
H  1.575  -2.470  3.805
H  2.756  -2.853  5.047
H  1.080  -3.099  5.403
C  -4.277  1.755  -1.413
C  -4.479  1.080  -2.780
O  -5.115  1.629  -3.653
C  -3.828  -0.253  -2.977
H  -4.258  1.099  -0.562
H  -5.032  2.518  -1.275
H  -3.294  2.245  -1.474
H  -4.087  -0.651  -3.976
H  -4.312  -0.895  -2.231
H  -2.789  -0.249  -2.720
C  0.268  -3.389  -4.793
C  1.473  -2.590  -5.208
O  2.474  -2.512  -4.527
C  1.325  -1.824  -6.511
H  0.485  -3.862  -3.849
H  -0.024  -4.085  -5.567
H  -0.562  -2.646  -4.706
H  0.297  -1.665  -6.795
H  1.699  -2.424  -7.344
H  1.900  -0.905  -6.564
C  0.028  1.716  -4.184
C  -0.023  3.117  -3.658
O  -0.643  3.364  -2.625
C  0.716  4.219  -4.366
H  -0.744  1.077  -3.772
H  1.030  1.369  -3.960
H  -0.099  1.612  -5.250
H  1.629  3.838  -4.859
H  0.878  5.054  -3.671
H  0.031  4.621  -5.153
C  4.801  1.427  1.382
C  4.182  0.389  2.221
O  4.459  0.329  3.424
C  3.187  -0.613  1.706
H  5.507  1.961  2.002
H  3.997  2.008  0.933
H  5.346  0.962  0.539
H  2.280  -0.555  2.297
H  3.605  -1.612  1.807
H  2.854  -0.427  0.673
C  -1.820  -0.103  6.445
C  -1.274  0.644  7.613
O  -0.395  1.452  7.497
C  -1.803  0.261  8.972
H  -0.932  -0.396  5.862
H  -2.424  0.575  5.868
H  -2.392  -0.978  6.696
H  -1.506  0.919  9.764
H  -1.337  -0.652  9.308
H  -2.879  0.151  8.962
C  0.768  -0.903  -1.683
C  0.811  0.492  -1.174
O  1.704  1.282  -1.504
C  -0.410  0.911  -0.339
H  1.379  -1.454  -0.980
H  1.219  -0.929  -2.687
H  -0.241  -1.321  -1.642
H  -0.585  1.977  -0.313
H  -0.327  0.501  0.681
H  -1.309  0.452  -0.774
C  -3.675  -3.067  2.303
C  -2.668  -2.224  1.589
O  -2.818  -1.816  0.444
C  -1.355  -2.006  2.273
H  -3.688  -2.746  3.323
H  -3.354  -4.091  2.221
H  -4.672  -2.874  2.005
H  -1.562  -1.704  3.313
H  -0.806  -1.287  1.717
H  -0.767  -2.883  2.350

Calculated values
**E_LUMO**: 0.0 eV
**Energy relative to the best compared isomer or geometry (same formula, charge and spin)**: 1.4127 eV
**2S+1**: 1



No. 5
CH4NP | ωB97M-V/def2-TZVPD

CARTESIAN COORDINATES (ANGSTROEM)
C  1.708  0.247  -0.270
N  1.660  0.739  -1.311
P  -0.664  -0.690  1.121
H  -1.019  0.650  1.288
H  1.413  1.071  -2.212
H  -1.895  -0.926  1.569
H  -1.204  -1.090  -0.184

Calculated values
**E_LUMO**: 1.0 eV
**Energy relative to the best compared isomer or geometry (same formula, charge and spin)**: 1.4719 eV
**2S+1**: 1



No. 6
C45H51MnN6OSSi3 | ωB97M-V/def2-TZVPD

CARTESIAN COORDINATES (ANGSTROEM)
Mn  0.073  0.900  0.449
C  -3.097  0.867  -1.496
Si  -1.775  -0.265  -2.179
C  -2.605  -1.950  -2.186
C  -1.420  0.169  -3.981
N  -0.329  -0.272  -1.141
C  0.487  -1.460  -1.059
C  0.463  -2.509  -1.970
C  1.307  -3.606  -1.831
C  2.198  -3.641  -0.771
C  2.206  -2.624  0.173
C  1.316  -1.542  0.079
N  1.140  -0.565  1.030
Si  1.680  -0.778  2.688
C  3.553  -0.623  2.835
C  1.238  -2.479  3.350
C  0.860  0.392  3.900
H  -3.921  0.864  -2.221
H  -2.842  1.910  -1.296
H  -3.468  0.443  -0.556
H  -3.687  -1.805  -2.094
H  -2.287  -2.557  -1.330
H  -2.416  -2.521  -3.100
H  -2.265  0.726  -4.403
H  -1.307  -0.750  -4.567
H  -0.522  0.769  -4.146
H  -0.213  -2.475  -2.819
H  1.280  -4.406  -2.562
H  2.886  -4.472  -0.666
H  2.902  -2.668  1.003
H  3.970  -1.501  3.343
H  3.834  0.261  3.418
H  4.032  -0.534  1.857
H  1.635  -3.311  2.763
H  0.154  -2.604  3.432
H  1.667  -2.548  4.359
H  1.436  1.307  4.056
H  0.802  -0.140  4.858
H  -0.155  0.677  3.611
C  -2.692  -5.881  1.875
C  -1.847  -4.713  1.362
C  -1.861  -4.758  -0.173
C  -0.401  -4.931  1.828
C  -2.355  -3.354  1.864
C  -3.401  -3.258  2.787
C  -3.831  -2.021  3.261
C  -3.216  -0.876  2.799
S  -3.569  0.781  3.234
C  -2.336  1.317  2.105
N  -1.645  0.295  1.522
C  -2.162  -0.932  1.867
C  -1.740  -2.185  1.415
C  -2.091  2.664  1.796
C  -2.518  3.746  2.616
C  -2.143  5.040  2.329
C  -1.339  5.338  1.218
C  -0.951  4.299  0.373
C  -1.331  3.002  0.642
H  -2.299  -6.813  1.459
H  -3.738  -5.792  1.570
H  -2.656  -5.965  2.965
H  -1.517  -5.740  -0.516
H  -1.181  -4.013  -0.599
H  -2.866  -4.586  -0.569
H  -0.054  -5.921  1.511
H  -0.320  -4.866  2.916
H  0.267  -4.185  1.391
H  -3.898  -4.146  3.151
H  -4.641  -1.961  3.980
H  -0.912  -2.242  0.715
H  -3.105  3.538  3.504
H  -2.467  5.840  2.987
H  -1.044  6.356  1.003
H  -0.352  4.518  -0.508
N  1.453  3.850  2.993
C  1.840  2.971  2.032
O  0.982  2.120  1.702
C  3.152  3.083  1.507
C  3.957  4.189  1.882
N  4.585  5.116  2.173
C  3.710  2.085  0.680
N  4.209  1.285  0.011
H  2.024  4.657  3.182
H  0.452  3.950  3.097
C  3.983  -0.062  -5.018
C  4.362  0.893  -4.086
C  3.506  1.233  -3.048
C  2.249  0.630  -2.905
C  1.888  -0.314  -3.863
C  2.739  -0.661  -4.904
Si  1.108  1.303  -1.556
C  0.502  2.903  -2.379
C  -0.803  3.207  -2.775
C  -1.136  4.458  -3.280
C  -0.172  5.451  -3.373
C  1.128  5.178  -2.970
C  1.459  3.918  -2.491
H  4.652  -0.335  -5.826
H  5.335  1.366  -4.153
H  3.853  1.952  -2.319
H  0.926  -0.783  -3.821
H  2.421  -1.405  -5.626
H  -1.159  2.243  -0.141
H  -1.589  2.470  -2.691
H  -2.157  4.658  -3.581
H  -0.433  6.433  -3.749
H  1.891  5.946  -3.028
H  2.487  3.742  -2.181

Calculated values
**E_LUMO (alpha / beta)**: 2.1 / 2.4 eV
**Energy relative to the best compared isomer or geometry (same formula, charge and spin)**: 1.4404 eV
**Net charge**: -1
**2S+1**: 4



No. 7
C2H4N2S3 | ωB97M-V/def2-TZVPD

CARTESIAN COORDINATES (ANGSTROEM)
S  -1.921  1.914  0.142
C  -2.412  0.469  -0.386
S  -1.868  -1.150  -0.165
N  -0.323  -1.036  0.468
C  0.763  -0.458  -0.172
N  1.733  -0.045  0.530
S  3.104  0.553  -0.311
H  -3.322  0.359  -1.022
H  -0.302  -1.082  1.470
H  0.665  -0.421  -1.288
H  3.883  0.897  0.735

Calculated values
**E_LUMO**: -0.5 eV
**Energy relative to the best compared isomer or geometry (same formula, charge and spin)**: 1.3098 eV
**2S+1**: 1



No. 8
C5H14N2 | ωB97M-V/def2-TZVPD

CARTESIAN COORDINATES (ANGSTROEM)
C  -0.629  -1.491  -1.199
C  -0.508  0.042  -1.384
C  -1.917  0.717  -1.768
N  -0.075  0.712  -0.056
C  1.353  0.336  0.354
C  1.449  0.851  1.781
N  0.882  -0.092  2.853
H  -1.079  -2.107  -1.985
H  -1.236  -1.638  -0.237
H  0.346  -2.022  -1.017
H  0.281  0.150  -2.145
H  -1.829  1.841  -1.628
H  -2.783  0.448  -1.062
H  -2.233  0.556  -2.822
H  -0.716  0.362  0.640
H  2.083  0.881  -0.280
H  1.538  -0.791  0.360
H  2.463  0.893  1.988
H  0.954  1.787  1.841
H  1.572  -0.794  2.942
H  0.084  -0.642  2.826

Calculated values
**E_LUMO**: 1.1 eV
**Energy relative to the best compared isomer or geometry (same formula, charge and spin)**: 1.7577 eV
**2S+1**: 1



No. 9
C6H10O | ωB97M-V/def2-TZVPD

CARTESIAN COORDINATES (ANGSTROEM)
C  -2.335  -0.038  -0.734
O  -1.588  -0.158  0.487
C  -0.281  -0.086  0.508
C  2.004  -0.133  -0.523
C  0.250  -0.533  1.840
C  0.566  0.357  -0.525
C  0.012  1.386  -1.278
H  -1.811  -0.557  -1.540
H  -3.295  -0.510  -0.515
H  -2.418  1.011  -1.008
H  2.061  -1.228  -0.451
H  2.612  0.285  0.290
H  2.470  0.160  -1.469
H  1.152  0.022  2.108
H  0.512  -1.598  1.797
H  -0.512  -0.397  2.610
H  0.843  1.915  -1.790

Calculated values
**E_LUMO**: 0.3 eV
**Energy relative to the best compared isomer or geometry (same formula, charge and spin)**: 3.7028 eV
**2S+1**: 1



No. 10
C2H4N2S2 | ωB97M-V/def2-TZVPD

CARTESIAN COORDINATES (ANGSTROEM)
C  -1.207  0.926  -0.124
C  1.092  -1.176  0.173
N  0.189  1.164  -0.139
N  0.941  0.257  0.227
S  2.494  -0.189  -0.406
S  -1.785  -0.697  -0.300
H  -1.602  1.408  0.791
H  -1.704  1.484  -0.972
H  0.215  -1.633  -0.380
H  1.367  -1.544  1.130

Calculated values
**E_LUMO (alpha / beta)**: -1.9 / -1.7 eV
**Energy relative to the best compared isomer or geometry (same formula, charge and spin)**: 6.0198 eV
**2S+1**: 1



No. 11
C22H67BrFeO12 | ωB97M-V/def2-TZVPD

CARTESIAN COORDINATES (ANGSTROEM)
Fe  5.300  -10.391  8.694
O  3.819  -11.579  8.028
H  2.885  -11.764  8.247
Br  7.231  -8.804  9.415
C  0.953  -12.410  3.561
C  2.288  -11.860  3.065
O  3.301  -12.810  3.160
H  0.154  -11.673  3.475
H  0.974  -12.682  4.616
H  0.567  -13.302  3.068
H  2.565  -11.087  3.781
H  2.158  -11.494  2.046
H  3.376  -13.099  4.072
C  4.226  -8.550  12.176
C  4.388  -10.000  11.795
O  4.100  -10.080  10.421
H  3.206  -8.223  11.974
H  4.909  -7.863  11.676
H  4.314  -8.419  13.254
H  3.762  -10.682  12.371
H  5.406  -10.347  11.975
H  3.183  -10.301  10.242
C  3.717  -15.589  6.615
C  4.564  -14.399  6.097
O  3.759  -13.273  5.971
H  4.308  -16.485  6.804
H  3.045  -15.872  5.805
H  3.117  -15.336  7.489
H  4.876  -14.599  5.072
H  5.400  -14.055  6.707
H  3.915  -12.766  6.771
C  0.290  -8.530  11.534
C  0.784  -9.042  10.209
O  1.251  -10.371  10.391
H  -0.565  -9.148  11.810
H  -0.020  -7.486  11.486
H  0.958  -8.584  12.394
H  1.543  -8.376  9.800
H  -0.028  -9.058  9.482
H  0.443  -10.852  10.586
C  -0.109  -11.913  13.503
C  -1.310  -11.951  12.520
O  -0.802  -11.941  11.244
H  0.475  -12.832  13.444
H  -0.395  -11.750  14.542
H  0.563  -11.086  13.274
H  -1.812  -10.997  12.678
H  -2.019  -12.770  12.647
H  -0.822  -12.824  10.868
C  6.476  -9.082  5.023
C  5.922  -10.444  5.510
O  6.329  -10.769  6.840
H  6.498  -8.332  5.814
H  5.952  -8.680  4.155
H  7.501  -9.156  4.661
H  6.141  -11.315  4.893
H  4.834  -10.392  5.476
H  7.210  -11.144  6.761
C  -0.262  -13.768  8.178
C  -0.826  -14.937  8.964
O  -1.363  -14.368  10.124
H  0.194  -13.045  8.854
H  -1.087  -13.246  7.693
H  0.544  -13.914  7.459
H  -0.014  -15.595  9.277
H  -1.562  -15.513  8.404
H  -1.909  -15.041  10.538
C  3.501  -6.558  8.407
C  4.365  -7.358  7.485
O  4.135  -8.737  7.712
H  2.439  -6.734  8.238
H  3.605  -5.484  8.250
H  3.718  -6.786  9.450
H  5.403  -7.068  7.648
H  4.115  -7.199  6.436
H  3.261  -8.933  7.366
C  7.597  -13.362  10.963
C  7.445  -12.826  9.505
O  6.142  -12.287  9.455
H  6.921  -14.193  11.163
H  7.459  -12.594  11.723
H  8.617  -13.710  11.125
H  7.454  -13.590  8.727
H  8.221  -12.081  9.327
H  5.554  -13.029  9.610
C  2.825  -15.080  11.382
C  2.715  -13.939  10.346
O  3.839  -13.885  9.506
H  3.064  -16.046  10.937
H  1.927  -15.228  11.982
H  3.542  -14.711  12.116
H  2.720  -13.002  10.902
H  1.785  -14.083  9.795
H  3.579  -13.187  8.899
C  -0.106  -8.948  6.105
C  0.682  -10.169  6.574
O  2.039  -9.870  6.476
H  -1.158  -9.219  6.017
H  0.141  -8.598  5.103
H  -0.120  -8.122  6.816
H  0.552  -10.933  5.808
H  0.400  -10.544  7.559
H  2.516  -10.660  6.739

Calculated values
**E_LUMO (alpha / beta)**: 0.2 / 0.2 eV
**Energy relative to the best compared isomer or geometry (same formula, charge and spin)**: 0.0000 eV
**2S+1**: 5



Record order is preserved below.
DFT total energy: -59070.5046 -27428.0937 -5708.0744 -84091.8137 -11878.0388 -124275.3235 -37623.1143 -8390.8612 -8427.5376 -26783.9948 -152900.8466 eV
Record order is preserved below.
Max |F|: 3.3 0.9 0.8 3.2 2.5 1.8 1.1 3.5 0.5 1.9 2.3 eV/A